6
Properties=species:S:1:pos:R:3:forces:R:3 method="wB97M-V/def2-TZVPD" molar_mass_da=153.9 relative_energy_kj_mol=246.4 multiplicity=1
C -0.04682 0.53145 -0.74160 0.7 -1.0 1.4
N -0.22261 -0.60405 0.85945 0.8 2.2 -3.6
O -0.96282 1.08405 -1.16129 -0.7 0.1 0.0
O -1.05751 -0.18773 1.56171 -1.1 0.1 1.2
O 0.52306 -1.50867 0.88381 0.6 -1.1 0.5
Br 1.76670 0.68495 -1.40208 -0.4 -0.4 0.4

=====

104
Properties=species:S:1:pos:R:3:forces:R:3 method="wB97M-V/def2-TZVPD" molar_mass_da=612.8 relative_energy_kj_mol=1067.5 multiplicity=1
C -12.56787 4.54527 -18.51341 1.8 1.0 -1.2
C -12.86206 5.46303 -17.35398 -0.6 1.1 -2.1
O -13.07585 4.75483 -16.20927 0.6 -0.4 3.9
H -11.51023 4.30010 -18.73731 -0.3 0.1 1.0
H -12.81163 4.92028 -19.48892 -0.5 1.2 -0.4
H -13.09303 3.65846 -18.59581 -1.2 -2.0 0.7
H -13.79250 5.99656 -17.48961 -0.5 0.4 -0.9
H -12.11638 6.24823 -17.32338 0.6 0.0 0.5
H -13.04020 5.36964 -15.41351 -0.1 -1.3 -1.6
C -11.50514 -2.34015 -19.60815 -0.7 0.5 0.7
C -10.74123 -1.83998 -20.82219 1.1 -1.3 4.0
O -11.02747 -2.63540 -21.87117 -0.3 -1.3 -1.5
H -11.31297 -1.96361 -18.60859 0.3 1.5 -0.1
H -11.38510 -3.34432 -19.28126 0.3 -1.6 -1.0
H -12.55059 -2.17405 -19.80524 -0.5 -0.2 0.1
H -9.70947 -1.79583 -20.52739 1.2 -0.5 -0.3
H -10.93136 -0.83757 -20.94192 -1.2 2.4 -0.8
H -11.12618 -2.05934 -22.61746 -0.1 0.1 -1.1
C -14.27149 0.28137 -23.29821 -2.7 -1.8 0.1
C -13.06322 -0.45841 -22.81614 0.9 3.2 -0.4
O -12.26101 -0.88065 -23.88326 0.4 -1.1 -0.7
H -15.07629 0.22955 -22.53402 0.5 0.0 -0.2
H -14.72526 -0.24724 -24.16875 0.4 0.3 0.3
H -14.23040 1.31292 -23.51860 0.8 1.2 -0.3
H -13.30112 -1.30372 -22.27058 -0.6 -1.6 1.1
H -12.48813 0.25297 -22.17209 -0.2 -0.7 -0.1
H -11.70488 -0.16813 -24.19418 0.0 0.2 0.4
C -6.67298 -0.37179 -17.41353 0.3 1.8 -0.6
C -7.78106 -0.77540 -18.40456 0.6 0.6 0.5
O -7.84292 0.33567 -19.28393 -0.7 0.1 -1.2
H -7.07989 0.55989 -16.94013 0.4 -0.9 0.2
H -5.72380 0.01889 -17.88993 -1.1 -0.7 -0.1
H -6.34367 -1.08650 -16.70018 -0.2 -0.7 0.8
H -8.74804 -0.90686 -17.85042 0.8 -0.1 -0.6
H -7.56338 -1.62932 -19.05319 0.0 0.0 0.4
H -8.19222 1.11351 -18.83709 -0.1 0.2 0.5
C -14.78280 -0.65024 -19.86203 1.5 0.9 -2.0
C -15.85848 -1.05452 -18.98007 1.2 -1.6 3.4
O -15.79049 -2.46407 -18.71151 -0.3 -0.9 -0.2
H -14.64323 -1.35848 -20.72101 -0.5 0.8 0.5
H -13.79390 -0.62223 -19.36797 -0.7 -0.1 0.1
H -14.99265 0.38845 -20.18795 0.3 -0.5 -0.3
H -16.86430 -0.76745 -19.16863 -0.8 -0.1 -0.8
H -15.62903 -0.67018 -17.98154 -0.2 0.9 0.0
H -14.97506 -2.68060 -18.21522 -0.5 0.6 -0.4
C -10.13270 1.13571 -16.50929 1.6 0.4 0.7
C -9.77598 2.59106 -16.80095 -1.1 0.1 -1.6
O -8.77660 2.63157 -17.83701 0.2 -1.2 0.0
H -10.57052 0.68924 -17.38874 0.7 -0.6 -0.5
H -10.90224 0.92947 -15.80735 -0.9 0.7 0.9
H -9.23928 0.66802 -15.99873 -0.7 0.0 -1.3
H -9.44385 3.17950 -15.99587 0.6 0.3 1.5
H -10.61170 3.16081 -17.22837 -0.3 -0.4 0.4
H -8.30588 3.45821 -17.85701 0.0 0.6 0.1
C -13.41764 0.34591 -16.38477 1.7 -4.7 -3.6
O -13.07362 -0.85497 -16.98604 -1.6 5.7 3.1
N -13.29181 1.52239 -16.94500 0.7 1.5 -2.8
N -13.92253 0.46061 -15.19410 -1.2 -1.8 4.3
H -12.92830 1.45444 -17.89564 0.1 0.4 -0.1
H -13.38295 2.45811 -16.53733 0.1 -1.0 0.2
H -13.82497 -0.38272 -14.62488 -0.5 0.7 -0.1
H -14.32708 1.31505 -14.79307 0.6 -0.9 -0.5
C -8.10830 -0.26216 -22.81411 4.3 -8.8 4.5
O -7.58134 -1.50274 -22.27175 -2.5 6.4 -3.7
N -8.77211 0.52267 -22.11246 -2.3 3.0 5.7
N -7.98046 0.18952 -24.02347 1.7 2.6 -4.9
H -8.62038 0.42320 -21.08312 -0.4 -0.1 -0.8
H -9.18590 1.39244 -22.47145 0.1 0.1 0.2
H -7.49990 -0.42114 -24.61429 1.0 -0.9 -1.2
H -7.83518 1.23757 -24.24483 0.1 -2.5 1.0
C -10.79982 2.15973 -24.14627 2.5 3.7 5.4
O -10.16629 2.78358 -23.08725 -2.0 -2.5 -4.2
N -11.87546 2.66464 -24.62225 -3.1 3.3 0.3
N -10.40363 1.02902 -24.57531 2.7 -5.3 -3.2
H -12.23965 3.47444 -24.01706 0.2 -1.2 -1.8
H -12.37045 2.39607 -25.45950 0.3 -0.3 0.3
H -9.45847 0.64141 -24.33882 -1.1 0.4 0.0
H -10.67829 0.49795 -25.44940 -0.2 1.7 1.2
C -15.14229 3.57788 -21.16197 7.1 -5.8 -1.6
O -14.11927 2.66316 -20.96527 -4.3 4.5 -1.0
N -15.35973 4.16999 -22.29673 -4.0 2.6 -2.0
N -15.97555 3.84579 -20.26210 -3.0 0.4 6.1
H -14.78184 4.07811 -23.08852 0.7 -0.2 -0.7
H -16.35147 4.66852 -22.38803 3.4 -1.4 -0.2
H -15.67996 3.48001 -19.32885 -1.1 0.6 -1.1
H -16.79358 4.45329 -20.40421 0.9 -0.6 0.5
C -11.04114 1.63021 -19.98647 0.3 -1.6 -1.6
O -12.33523 1.33048 -19.48081 1.9 -0.2 0.4
H -10.90838 1.62599 -21.12092 -1.0 0.8 1.3
H -10.47687 0.74893 -19.79502 0.9 -0.6 0.8
H -10.53598 2.44858 -19.52482 0.0 0.7 0.3
H -12.92989 1.70197 -20.08972 -1.9 0.9 -1.2
C -12.14036 4.93889 -22.30709 -0.1 3.4 1.6
O -12.86795 4.83607 -23.46992 -1.4 -0.1 -2.7
H -11.08205 4.99069 -22.43488 0.7 -0.3 -0.3
H -12.43647 4.15032 -21.67970 -0.2 -1.2 0.7
H -12.47843 5.89965 -21.83792 0.5 -0.6 0.2
H -12.80227 5.57402 -24.10691 0.4 -0.4 0.9
C -8.92092 4.42006 -20.56651 -1.0 1.1 -0.4
O -8.41998 5.30773 -19.60886 2.7 1.6 1.4
H -9.99514 4.33021 -20.28594 0.8 -0.2 -0.6
H -8.41138 3.50172 -20.39847 0.1 -1.2 -0.8
H -8.84831 4.87356 -21.58729 0.1 -0.9 0.6
H -7.40424 5.39608 -19.60975 -2.5 -0.4 -0.4

=====

no.,orbital gap (eV),maximum force (eV/Å)
1,9.16,4.27
2,7.85,10.79